[1]
C46H83AlBrN13O2P as an isolated structure in a non-equilibrium geometry, computed with ωB97M-V/def2-TZVPD.

XYZ file:
```
147
C46H83AlBrN13O2P, DFT ωB97M-V/def2-TZVPD
C -5.37 2.88 4.28
C -4.32 1.77 4.19
C -4.77 0.50 4.93
C -5.47 -0.51 4.02
Al -4.21 -1.50 2.74
C -2.42 -1.64 3.69
C -1.61 -2.94 3.40
C -0.34 -3.06 4.27
C 1.00 -2.76 3.59
C 1.22 -3.40 2.20
C 1.72 -2.33 1.22
C 0.72 -1.18 0.95
C 1.23 0.20 1.42
C 1.36 1.24 0.27
C 0.55 2.52 0.49
C -0.91 2.29 0.02
C -1.11 2.84 -1.38
O -1.09 4.26 -1.28
C -1.79 4.87 -2.36
P -4.17 -0.16 0.77
O -5.57 0.29 0.35
C -5.09 -3.28 2.28
Br -5.97 -4.16 3.84
C -4.23 -4.33 1.56
C -3.39 -3.74 0.43
H -6.39 2.50 4.33
H -5.20 3.43 5.21
H -5.29 3.60 3.47
H -4.16 1.49 3.15
H -3.39 2.13 4.63
H -5.49 0.80 5.71
H -3.94 0.06 5.48
H -6.31 -0.07 3.47
H -5.90 -1.28 4.67
H -2.53 -1.56 4.77
H -1.79 -0.78 3.37
H -1.40 -2.95 2.33
H -2.26 -3.75 3.69
H -0.45 -2.32 5.07
H -0.33 -4.02 4.78
H 1.77 -3.18 4.24
H 1.22 -1.70 3.54
H 2.02 -4.13 2.28
H 0.35 -3.95 1.83
H 2.58 -1.87 1.72
H 2.08 -2.76 0.29
H -0.25 -1.35 1.42
H 0.53 -1.16 -0.13
H 0.48 0.60 2.11
H 2.15 0.12 1.99
H 1.05 0.80 -0.67
H 2.42 1.48 0.15
H 0.52 2.83 1.53
H 1.00 3.33 -0.08
H -1.11 1.22 0.04
H -1.57 2.81 0.70
H -0.32 2.47 -2.04
H -2.07 2.50 -1.78
H -1.80 4.20 -3.22
H -2.84 5.07 -2.10
H -1.29 5.80 -2.58
H -3.34 0.98 1.03
H -3.56 -0.80 -0.36
H -5.90 -3.04 1.59
H -4.92 -5.05 1.11
H -3.63 -4.92 2.23
H -2.99 -2.75 0.62
H -2.53 -4.39 0.28
H -3.93 -3.76 -0.51
C -2.00 9.27 -2.55
C -2.08 8.21 -3.55
N -2.15 7.38 -4.33
H -1.05 9.79 -2.64
H -2.82 9.98 -2.70
H -2.08 8.84 -1.55
C 3.60 4.23 -1.57
C 3.90 3.51 -0.34
N 4.14 2.93 0.62
H 2.66 4.77 -1.46
H 4.39 4.94 -1.79
H 3.50 3.52 -2.40
C -5.85 -1.10 -2.88
C -4.69 -1.99 -2.91
N -3.79 -2.70 -2.92
H -5.88 -0.58 -1.92
H -5.79 -0.38 -3.68
H -6.76 -1.69 -2.99
C 2.79 -7.31 3.43
C 1.42 -6.83 3.40
N 0.34 -6.45 3.40
H 3.21 -7.17 4.43
H 2.82 -8.37 3.19
H 3.40 -6.76 2.71
C 7.59 3.05 0.61
C 8.32 3.93 -0.31
N 8.87 4.62 -1.03
H 7.64 3.46 1.62
H 6.55 2.97 0.30
H 8.04 2.06 0.60
C -4.04 -8.01 -1.06
C -5.16 -7.09 -0.86
N -6.04 -6.37 -0.71
H -3.96 -8.28 -2.10
H -3.11 -7.52 -0.75
H -4.18 -8.91 -0.47
C 0.12 -7.76 7.14
C 1.40 -7.08 6.94
N 2.40 -6.55 6.77
H -0.47 -7.21 7.86
H -0.42 -7.80 6.20
H 0.29 -8.77 7.51
C 6.01 -2.37 2.54
C 5.60 -3.67 2.00
N 5.26 -4.67 1.58
H 5.42 -2.14 3.43
H 7.06 -2.41 2.81
H 5.85 -1.60 1.80
C -4.14 -9.55 -5.13
C -3.36 -10.03 -3.98
N -2.76 -10.39 -3.09
H -4.02 -10.23 -5.97
H -5.20 -9.50 -4.86
H -3.80 -8.56 -5.42
C -3.42 7.82 -7.83
C -4.67 7.48 -8.51
N -5.65 7.22 -9.04
H -2.68 7.05 -8.02
H -3.05 8.77 -8.19
H -3.59 7.89 -6.76
C 12.41 3.97 -1.19
C 13.07 2.90 -0.44
N 13.58 2.07 0.14
H 11.46 4.22 -0.73
H 13.05 4.86 -1.20
H 12.24 3.65 -2.21
C 14.39 1.35 -4.20
C 13.09 2.01 -4.29
N 12.07 2.52 -4.35
H 14.33 0.50 -3.52
H 14.69 1.00 -5.18
H 15.13 2.05 -3.83
C -5.35 11.46 -8.54
C -4.65 10.92 -7.38
N -4.11 10.48 -6.47
H -5.30 10.74 -9.36
H -6.40 11.64 -8.29
H -4.89 12.39 -8.85
```

net charge	-1
HOMO	-4.8045	eV
HOMO-LUMO gap	6.335	eV
E	-158440.485	eV


[2]
A 6-piece molecular cluster, C46H86BrIN9O2S2 overall in a non-equilibrium geometry, computed with ωB97M-V/def2-TZVPD.

XYZ file:
```
147
C46H86BrIN9O2S2, DFT ωB97M-V/def2-TZVPD
C -3.74 3.25 -1.49
C -4.05 2.22 -0.40
C -5.04 1.15 -0.84
C -4.36 0.00 -1.56
C -3.60 -0.96 -0.65
C -4.47 -2.10 -0.12
C -3.69 -3.39 0.14
C -2.78 -3.43 1.37
N -1.36 -3.12 1.07
C -0.77 -4.27 0.32
C 0.67 -4.09 -0.18
C 0.78 -4.10 -1.71
C -0.05 -3.01 -2.43
C 0.03 -1.62 -1.83
C 1.27 -0.83 -2.25
C 1.36 0.51 -1.50
C 2.53 0.58 -0.54
C -0.62 -2.89 2.25
S -0.79 -3.73 3.62
S 0.71 -1.70 2.16
C -0.24 -0.17 2.18
C -1.08 -0.09 3.44
C -1.60 1.31 3.80
C -0.93 1.89 5.04
N -1.45 3.20 5.24
C 0.59 2.01 4.88
O 1.31 1.89 6.08
C 1.14 0.58 6.56
C -0.24 0.43 7.17
I -0.25 1.60 8.98
C -0.53 -1.05 7.45
C 0.56 -1.80 8.18
O 1.47 -2.32 7.62
Br 0.38 -1.96 10.09
N -1.33 0.89 6.20
N -2.48 1.42 6.91
H -4.10 2.93 -2.46
H -2.67 3.44 -1.56
H -4.21 4.20 -1.26
H -4.46 2.74 0.47
H -3.12 1.77 -0.07
H -5.55 0.75 0.04
H -5.78 1.62 -1.48
H -3.64 0.44 -2.26
H -5.09 -0.54 -2.16
H -2.72 -1.35 -1.15
H -3.23 -0.40 0.21
H -4.96 -1.80 0.80
H -5.25 -2.34 -0.84
H -3.13 -3.62 -0.76
H -4.42 -4.19 0.28
H -2.83 -4.44 1.78
H -3.15 -2.77 2.15
H -1.39 -4.45 -0.54
H -0.86 -5.14 0.98
H 1.13 -3.19 0.21
H 1.26 -4.92 0.20
H 0.52 -5.09 -2.06
H 1.83 -3.91 -1.94
H 0.26 -2.97 -3.47
H -1.09 -3.33 -2.41
H -0.82 -1.06 -2.21
H -0.06 -1.62 -0.76
H 1.19 -0.62 -3.31
H 2.18 -1.39 -2.06
H 0.42 0.68 -0.98
H 1.44 1.32 -2.22
H 3.46 0.63 -1.11
H 2.54 -0.29 0.10
H 2.49 1.46 0.09
H 0.49 0.63 2.11
H -0.87 -0.16 1.30
H -0.45 -0.45 4.25
H -1.90 -0.79 3.39
H -2.66 1.25 4.02
H -1.44 2.02 3.01
H -2.45 3.26 5.12
H -1.16 3.63 6.11
H 0.99 1.30 4.16
H 0.76 3.01 4.49
H 1.88 0.42 7.33
H 1.27 -0.13 5.75
H -1.47 -1.19 7.97
H -0.60 -1.56 6.49
H -1.66 0.04 5.74
H -3.19 1.57 6.20
H -2.82 0.66 7.49
C 5.23 -5.62 -5.30
C 3.98 -5.97 -4.51
C 2.68 -5.65 -5.26
C 2.51 -4.22 -5.48
N 2.37 -3.09 -5.64
H 5.29 -4.55 -5.49
H 6.13 -5.91 -4.76
H 5.24 -6.14 -6.26
H 3.99 -5.44 -3.55
H 3.98 -7.04 -4.27
H 1.82 -6.01 -4.70
H 2.67 -6.16 -6.22
C 3.37 4.17 2.00
C 4.33 5.31 1.67
C 3.85 6.14 0.48
C 3.81 5.36 -0.76
N 3.78 4.74 -1.72
H 3.30 3.46 1.17
H 3.71 3.62 2.88
H 2.36 4.55 2.21
H 5.32 4.90 1.46
H 4.43 5.97 2.53
H 4.51 7.00 0.32
H 2.85 6.54 0.67
C -7.68 4.62 4.77
C -7.74 3.46 5.76
C -6.35 3.07 6.30
C -5.49 2.54 5.24
N -4.83 2.09 4.41
H -7.11 4.35 3.87
H -8.68 4.90 4.45
H -7.21 5.50 5.21
H -8.21 2.59 5.29
H -8.36 3.74 6.61
H -6.45 2.31 7.08
H -5.86 3.94 6.75
C 1.25 -3.03 -9.33
C 1.20 -4.43 -9.92
C -0.05 -5.21 -9.48
C -0.05 -5.46 -8.05
N -0.05 -5.67 -6.92
H 1.32 -3.05 -8.25
H 2.12 -2.49 -9.71
H 0.36 -2.46 -9.61
H 2.09 -4.99 -9.63
H 1.20 -4.38 -11.01
H -0.10 -6.17 -10.00
H -0.95 -4.66 -9.75
C 5.79 5.16 -4.31
C 6.86 4.48 -5.14
C 8.28 4.75 -4.62
C 8.64 6.16 -4.71
N 8.93 7.27 -4.79
H 5.89 6.24 -4.35
H 4.79 4.90 -4.67
H 5.84 4.84 -3.27
H 6.79 4.81 -6.18
H 6.70 3.40 -5.14
H 9.01 4.17 -5.18
H 8.36 4.44 -3.58
```

net charge	+1
HOMO	-10.6134	eV
HOMO-LUMO gap	7.758	eV
E	-166407.842	eV


[3]
A 12-piece molecular cluster, C46H88O36 overall in a non-equilibrium geometry, computed with ωB97M-V/def2-TZVPD.

XYZ file:
```
170
C46H88O36, DFT ωB97M-V/def2-TZVPD
C 1.48 0.57 -1.34
C 0.18 0.01 -1.71
O -0.28 -0.43 -0.46
C 0.51 -0.05 0.58
O 0.12 -0.16 1.70
O 1.61 0.48 0.07
H 1.51 1.62 -1.64
H 2.29 0.09 -1.89
H 0.10 -0.83 -2.40
H -0.46 0.76 -2.19
C 1.44 2.33 4.18
C 2.68 1.80 3.50
O 3.67 2.90 3.58
C 2.90 4.05 3.77
O 3.20 5.21 3.51
O 1.70 3.65 4.33
H 1.13 1.92 5.14
H 0.54 2.24 3.57
H 2.42 1.34 2.55
H 3.10 0.98 4.10
C -2.83 2.88 -4.38
C -2.63 1.45 -4.60
O -2.37 1.38 -6.00
C -1.19 0.79 -6.38
O -0.24 0.46 -5.65
O -1.16 0.77 -7.76
C 0.12 0.73 -8.42
H -2.00 3.48 -4.74
H -2.82 3.15 -3.32
H -3.66 3.23 -4.99
H -3.51 0.82 -4.50
H -1.92 0.90 -3.99
H -0.09 0.60 -9.48
H 0.71 -0.12 -8.09
H 0.73 1.64 -8.39
C -2.22 -3.40 1.92
C -1.72 -4.80 2.23
O -1.92 -5.59 1.08
C -1.38 -6.90 1.11
O -0.57 -7.34 1.97
O -1.80 -7.57 0.00
C -1.39 -8.91 -0.31
H -1.97 -2.67 2.69
H -3.29 -3.23 1.76
H -1.76 -3.18 0.96
H -2.13 -5.19 3.16
H -0.64 -4.74 2.35
H -0.50 -8.70 -0.90
H -2.10 -9.39 -0.98
H -1.28 -9.67 0.46
C -4.41 -3.78 -1.25
C -3.97 -2.47 -1.86
O -3.65 -1.60 -0.69
C -3.54 -0.34 -0.84
O -3.41 0.26 -1.90
O -3.27 0.12 0.29
C -3.09 1.58 0.50
H -4.75 -4.40 -2.08
H -5.07 -3.80 -0.38
H -3.52 -4.39 -1.08
H -4.78 -2.00 -2.41
H -3.10 -2.63 -2.50
H -2.36 1.96 -0.21
H -2.86 1.73 1.55
H -4.03 2.12 0.37
C 10.53 -1.53 0.90
C 9.23 -2.10 0.38
O 8.35 -0.98 0.04
C 7.09 -1.13 -0.52
O 6.69 -2.11 -1.10
O 6.44 0.03 -0.32
C 5.10 0.19 -0.69
H 10.32 -0.88 1.75
H 11.03 -0.83 0.23
H 11.33 -2.18 1.25
H 8.71 -2.82 1.01
H 9.36 -2.82 -0.42
H 4.86 -0.12 -1.71
H 4.77 1.23 -0.72
H 4.29 -0.27 -0.11
C 1.44 4.33 0.11
C 2.25 4.65 -1.21
O 1.57 5.13 -2.36
C 1.13 4.26 -3.29
O 1.14 3.03 -3.19
O 0.74 4.96 -4.35
C 0.24 4.23 -5.49
H 0.40 4.04 0.02
H 1.83 4.98 0.89
H 1.79 3.34 0.41
H 2.82 3.75 -1.45
H 2.93 5.42 -0.85
H -0.62 4.73 -5.95
H 0.12 3.15 -5.58
H 1.10 4.44 -6.13
C -10.56 -1.42 1.60
C -9.25 -0.69 1.27
O -8.18 -1.32 2.03
C -7.04 -0.81 2.03
O -6.83 0.31 1.54
O -6.24 -1.47 2.84
C -4.93 -1.01 2.88
H -10.68 -1.80 2.62
H -10.54 -2.36 1.06
H -11.45 -0.94 1.19
H -9.35 0.39 1.36
H -8.97 -0.92 0.24
H -4.83 0.07 3.00
H -4.33 -1.28 2.01
H -4.31 -1.39 3.70
C 1.92 -4.33 -0.87
C 0.61 -3.70 -0.81
O 0.35 -3.08 -2.01
C -0.38 -3.67 -3.11
O -0.87 -4.81 -3.00
O -0.45 -2.74 -4.02
C -1.20 -2.91 -5.16
H 1.94 -5.39 -0.65
H 2.55 -3.92 -0.09
H 2.43 -4.05 -1.79
H 0.43 -2.88 -0.11
H -0.24 -4.34 -0.57
H -1.08 -1.97 -5.70
H -2.27 -3.13 -5.09
H -0.84 -3.76 -5.74
C -0.82 5.10 2.72
C -1.70 4.69 3.92
O -2.56 3.52 3.69
C -3.19 3.03 4.79
O -2.81 3.19 5.96
O -4.35 2.40 4.34
C -5.41 2.05 5.25
H -0.25 6.00 2.96
H -1.38 5.29 1.81
H -0.08 4.31 2.57
H -2.25 5.57 4.26
H -1.04 4.43 4.75
H -6.34 1.71 4.79
H -5.62 2.74 6.07
H -5.05 1.16 5.77
C 2.34 -3.64 4.01
C 1.36 -2.64 3.42
O 0.29 -2.41 4.31
C 0.45 -1.47 5.24
O 1.45 -0.71 5.31
O -0.63 -1.43 6.11
C -1.46 -2.57 6.21
H 1.84 -4.59 4.21
H 2.76 -3.26 4.94
H 3.15 -3.90 3.34
H 0.87 -3.22 2.63
H 1.75 -1.79 2.87
H -2.06 -2.59 5.30
H -2.24 -2.50 6.97
H -0.82 -3.44 6.35
C 6.39 4.44 0.41
C 6.91 4.95 -0.91
O 5.82 5.08 -1.85
C 5.47 4.15 -2.70
O 5.81 2.99 -2.69
O 4.58 4.71 -3.60
C 4.06 3.91 -4.59
H 5.65 3.65 0.36
H 5.79 5.25 0.83
H 7.19 4.10 1.06
H 7.71 4.33 -1.30
H 7.43 5.91 -0.85
H 3.75 2.91 -4.27
H 5.02 3.72 -5.05
H 3.30 4.38 -5.21
```

energy above the lowest of the compared OMol25 structures with the same formula, charge and spin	3.038	eV
HOMO	-10.3516	eV
HOMO-LUMO gap	10.835	eV
E	-122833.361	eV